# 1
Computed, not measured: a 6-piece molecular cluster, C10H32O10 overall at a distorted geometry, with ωB97M-V/def2-TZVPD.

Structure (ORCA input):
```
! RIJCOSX wB97M-V def2-TZVPD def2/J DEFGRID3
* xyz 0 1
O -1.728 14.284 19.874
C -2.844 13.679 19.263
C -4.186 13.800 19.930
O -4.280 13.227 21.211
H -1.595 13.882 20.755
H -2.878 14.092 18.253
H -2.638 12.608 19.119
H -4.978 13.443 19.271
H -4.376 14.877 20.030
H -4.171 13.841 21.937
O -7.480 9.221 20.771
C -7.238 8.483 19.585
C -6.234 7.393 19.838
O -6.063 6.564 18.691
H -8.127 9.909 20.596
H -8.143 8.098 19.103
H -6.892 9.201 18.830
H -6.583 6.781 20.670
H -5.235 7.762 20.077
H -5.409 6.838 18.048
O -3.003 4.696 25.155
C -2.944 6.114 25.048
C -4.320 6.854 24.779
O -3.982 7.970 23.957
H -3.404 4.392 24.336
H -2.458 6.545 25.923
H -2.241 6.220 24.215
H -4.759 7.123 25.739
H -5.005 6.182 24.261
H -4.107 8.743 24.513
O -10.709 6.546 24.561
C -10.228 7.469 23.584
C -9.012 6.811 22.931
O -7.965 6.697 23.872
H -10.338 6.778 25.415
H -10.985 7.757 22.851
H -9.962 8.447 23.994
H -8.671 7.407 22.077
H -9.233 5.808 22.568
H -7.356 7.441 23.855
C -5.856 10.793 23.207
O -6.484 9.528 23.452
H -4.919 10.731 23.765
H -5.681 11.073 22.170
H -6.504 11.545 23.666
H -6.786 9.260 22.571
C -1.902 12.318 23.295
O -1.376 13.333 22.444
H -2.779 11.781 22.933
H -1.127 11.578 23.500
H -2.194 12.781 24.241
H -1.461 14.146 22.947
*
```

Its lowest unoccupied orbital energy is 0.0072 Eh. The energy relative to the best compared isomer or geometry (same formula, charge and spin) comes out at 37.8 kcal per mole. The total energy comes out at -1152.45864 Ha. The value obtained for the strongest force on any atom is 0.045 hartree/bohr.

Results of the Löwdin charge analysis, in e, for atoms 1 through 2: -0.0692, -0.2726

=====

# 2
Computed, not measured: an isolated ion of composition C5H6PS and charge -1 at a distorted geometry, with ωB97M-V/def2-TZVPD.

Structure (ORCA input):
```
! RIJCOSX wB97M-V def2-TZVPD def2/J DEFGRID3
* xyz -1 1
C -1.595 -1.235 -0.308
C -1.063 0.132 -0.088
C -1.077 1.280 0.550
C 0.170 0.990 -0.269
C 1.401 0.441 0.255
P 2.869 0.351 -0.723
S 4.127 -0.768 0.409
H -2.274 -1.424 0.594
H -0.670 -2.001 -0.530
H -2.310 -1.338 -1.073
H -1.627 1.903 1.138
H 0.486 1.414 -1.312
H 1.565 0.254 1.357
*
```

Its lowest unoccupied orbital energy is 0.1299 Eh. The energy relative to the best compared isomer or geometry (same formula, charge and spin) comes out at 61.0 kcal per mole. The total energy comes out at -933.57440 Ha. The value obtained for the strongest force on any atom is 0.073 hartree/bohr.

Results of the Löwdin charge analysis, in e, for atoms 1 through 2: -0.0714, -0.2566

=====

# 3
Computed, not measured: C25H36ClCoIP2Sb as an isolated structure at a distorted geometry, with ωB97M-V/def2-TZVPD.

Structure (ORCA input):
```
! RIJCOSX wB97M-V def2-TZVPD def2/J DEFGRID3
* xyz 2 5
C 0.366 0.067 1.343
I -2.066 1.322 -0.588
H 1.016 -0.729 1.760
H -0.444 0.192 2.075
H 1.035 0.953 1.335
Co 0.237 -0.991 -0.457
P -1.732 -1.531 0.703
C -2.771 -0.630 1.944
C -2.971 -2.151 -0.445
H -3.622 -2.841 0.105
H -2.015 -3.435 2.123
H -2.460 -2.665 -1.264
H -0.568 -3.612 1.048
H -3.502 0.014 1.431
H -3.545 -1.303 -0.835
C -1.132 -2.940 1.707
H -3.308 -1.394 2.526
H -0.490 -2.556 2.511
H -2.188 0.001 2.629
P 1.667 0.583 -1.280
C 2.207 2.310 -0.895
C 3.242 -0.309 -1.021
H 1.022 -0.284 -3.415
H 2.274 0.990 -3.572
H 0.579 1.439 -3.225
C 1.359 0.690 -3.050
H 3.094 -1.364 -1.271
H 4.021 0.127 -1.654
H 3.116 2.531 -1.474
H 2.436 2.441 0.171
H 3.534 -0.206 0.032
H 1.436 3.036 -1.183
Cl 0.593 -2.691 -1.785
C -4.171 3.848 4.664
C -4.570 3.546 3.355
C -3.611 3.194 2.394
C -2.260 3.150 2.750
C -1.862 3.386 4.073
C -2.817 3.766 5.027
Sb -0.718 2.950 1.271
C -1.115 4.646 0.050
C -0.905 4.647 -1.334
C -1.468 5.660 -2.114
C -2.200 6.689 -1.501
C -2.420 6.675 -0.115
C -1.837 5.669 0.667
C 1.080 3.463 2.475
C 1.644 4.706 2.183
C 2.808 5.102 2.863
C 3.403 4.246 3.801
C 2.823 3.001 4.084
C 1.637 2.618 3.437
H -4.915 4.140 5.408
H -5.622 3.587 3.062
H -3.934 2.968 1.375
H -0.806 3.306 4.349
H -2.495 4.005 6.046
H -0.365 3.831 -1.818
H -1.326 5.637 -3.198
H -2.629 7.492 -2.100
H -3.040 7.433 0.376
H -1.999 5.653 1.751
H 1.196 5.366 1.432
H 3.241 6.077 2.642
H 4.318 4.547 4.305
H 3.282 2.320 4.797
H 1.182 1.657 3.699
*
```

Its lowest unoccupied orbital energy (spin up / spin down) is -0.2809 / -0.3599 Eh. As for the expectation value of S²: 6.120. The total energy comes out at -4037.16970 Ha. The value obtained for the strongest force on any atom is 0.063 hartree/bohr.

Results of the Löwdin charge analysis, in e, for atoms 1 through 2: -0.3123, 0.8183

=====

# 4
Computed, not measured: one molecule with the formula C4H2N4 at a distorted geometry, with ωB97M-V/def2-TZVPD.

Structure (ORCA input):
```
! RIJCOSX wB97M-V def2-TZVPD def2/J DEFGRID3
* xyz 0 1
N 3.535 -0.523 -0.017
C 2.493 0.035 -0.146
C 1.427 0.938 0.054
N 0.100 0.710 0.179
N -0.114 -0.619 0.232
C -1.359 -0.985 -0.022
C -2.621 -0.118 0.032
N -3.577 0.537 -0.100
H 1.724 2.103 -0.095
H -1.607 -2.079 -0.118
*
```

Its lowest unoccupied orbital energy is -0.0743 Eh. The energy relative to the best compared isomer or geometry (same formula, charge and spin) comes out at 73.3 kcal per mole. The total energy comes out at -372.51510 Ha. The value obtained for the strongest force on any atom is 0.103 hartree/bohr.

Results of the Löwdin charge analysis, in e, for atoms 1 through 2: 0.1761, -0.2039

=====

# 5
Computed, not measured: a 7-piece molecular cluster, C22H63N9O7 overall at a distorted geometry, with ωB97M-V/def2-TZVPD.

Structure (ORCA input):
```
! RIJCOSX wB97M-V def2-TZVPD def2/J DEFGRID3
* xyz 0 1
C 0.813 -4.650 -3.072
O 0.986 -4.819 -1.717
C 1.604 -3.641 -1.089
C 1.594 -3.828 0.437
C 0.239 -4.166 1.048
N 2.214 -2.738 1.131
H 0.171 -3.896 -3.527
H 0.299 -5.554 -3.400
H 1.798 -4.642 -3.540
H 2.561 -3.398 -1.550
H 0.915 -2.821 -1.292
H 2.118 -4.778 0.541
H -0.330 -4.834 0.401
H -0.364 -3.264 1.150
H 0.364 -4.535 2.066
H 2.510 -3.108 2.023
H 3.088 -2.664 0.632
C -2.041 3.820 -4.104
O -1.105 2.784 -3.690
C -1.637 1.464 -3.506
C -0.418 0.441 -3.440
C -1.052 -0.936 -3.180
N 0.421 0.761 -2.331
H -1.518 4.696 -4.488
H -2.657 4.104 -3.251
H -2.714 3.351 -4.822
H -2.132 1.496 -2.535
H -2.355 1.189 -4.279
H 0.131 0.548 -4.376
H -1.713 -1.147 -4.020
H -1.575 -0.990 -2.225
H -0.267 -1.690 -3.254
H 1.361 0.450 -2.532
H 0.478 1.764 -2.439
C 3.218 0.280 -0.833
O 3.288 0.199 -2.288
C 4.056 -0.934 -2.662
C 4.108 -0.860 -4.202
C 2.832 -1.317 -4.919
N 5.153 -1.693 -4.745
H 2.954 -0.699 -0.434
H 2.461 1.017 -0.565
H 4.259 0.547 -0.653
H 5.069 -0.889 -2.262
H 3.691 -1.858 -2.213
H 4.442 0.146 -4.459
H 1.987 -0.638 -4.809
H 2.525 -2.301 -4.563
H 2.924 -1.474 -5.994
H 6.060 -1.324 -4.498
H 5.111 -1.673 -5.754
C 1.462 3.928 2.628
O 2.000 2.966 3.532
C 2.217 1.619 2.904
C 2.432 0.692 4.091
C 3.128 -0.674 3.816
N 1.075 0.531 4.718
H 1.072 4.729 3.257
H 0.605 3.461 2.144
H 2.041 4.397 1.833
H 1.306 1.308 2.391
H 3.044 1.558 2.196
H 3.108 1.274 4.718
H 2.564 -1.342 3.166
H 3.205 -1.138 4.800
H 4.181 -0.511 3.585
H 0.517 1.354 4.539
H 0.565 -0.186 4.221
C -5.862 1.177 2.574
O -4.800 0.717 1.725
C -4.484 1.654 0.687
C -3.986 3.063 1.211
C -3.417 4.035 0.222
N -3.010 2.967 2.290
H -6.057 0.636 3.500
H -6.750 1.386 1.976
H -5.485 2.074 3.063
H -3.749 1.159 0.051
H -5.441 1.857 0.206
H -4.912 3.573 1.478
H -2.666 3.541 -0.395
H -3.100 4.935 0.748
H -4.194 4.219 -0.520
H -3.244 2.210 2.916
H -3.151 3.775 2.879
N -3.042 -0.766 3.428
C -3.291 -1.106 4.724
N -2.109 -1.511 5.189
O -4.295 -0.912 5.314
H -3.717 -0.217 2.915
H -2.240 -1.153 2.951
H -1.908 -1.691 6.162
H -1.337 -1.653 4.552
N -0.011 -0.705 0.237
C -0.549 -0.109 1.187
N -1.108 0.999 0.792
O -0.605 -0.490 2.405
H -0.013 -0.451 -0.740
H 0.588 -1.481 0.484
H -1.012 1.373 -0.141
H -1.489 1.639 1.475
*
```

Its lowest unoccupied orbital energy is 0.0181 Eh. The energy relative to the best compared isomer or geometry (same formula, charge and spin) comes out at 74.6 kcal per mole. The total energy comes out at -1895.38753 Ha. The value obtained for the strongest force on any atom is 0.154 hartree/bohr.

Results of the Löwdin charge analysis, in e, for atoms 1 through 2: -0.1511, -0.1703